Entry A
Entry from OMol25: CH3IO3S as an isolated structure (ωB97M-V with the def2-TZVPD basis set).

```
! wB97M-V def2-TZVPD RIJCOSX def2/J DEFGRID3
* xyz 0 1
C 0.091 -0.004 -0.069
O 1.810 1.397 1.408
O 2.028 1.700 -1.021
O 2.834 -0.806 -0.022
S 1.670 0.932 0.124
I 4.654 -0.197 0.045
H 0.407 -1.039 -0.292
H -0.533 0.354 0.785
H -0.292 0.399 -0.952
*
```

E_LUMO   -0.56 eV
HOMO   -9.00 eV
Orbital gap   8.44 eV



Entry B
Entry from OMol25: CH3IO3S as an isolated structure (ωB97M-V with the def2-TZVPD basis set).

```
! wB97M-V def2-TZVPD RIJCOSX def2/J DEFGRID3
* xyz 0 1
C -1.282 0.276 0.048
O -0.442 -1.918 0.851
O 1.069 -0.615 -0.788
O 2.954 1.645 -0.433
S -0.441 -1.296 -0.437
I 2.314 0.181 0.409
H -2.356 -0.060 0.268
H -0.626 0.695 0.744
H -1.190 1.092 -0.662
*
```

E_LUMO   -0.77 eV
HOMO   -9.15 eV
Orbital gap   8.38 eV



Referenced to the most stable arrangement, the calculated values in kcal/mol are entry A 0.0; entry B 43.7.



Entry A
Entry from OMol25: C24H28N5O9SV as an isolated structure (ωB97M-V with the def2-TZVPD basis set).

```
! wB97M-V def2-TZVPD RIJCOSX def2/J DEFGRID3
* xyz 2 1
V -1.702 0.064 1.571
C -3.570 2.371 0.798
O -3.212 0.980 0.639
C -4.092 0.203 -0.244
C -3.867 0.462 -1.710
O -2.671 -0.151 -2.125
C -2.501 -0.068 -3.539
H -4.640 2.438 0.988
H -3.298 2.923 -0.097
H -3.036 2.751 1.665
H -5.112 0.458 0.045
H -3.905 -0.846 -0.019
H -3.861 1.538 -1.927
H -4.725 0.030 -2.243
H -3.335 -0.551 -4.054
H -1.579 -0.590 -3.784
H -2.434 0.975 -3.862
O -4.581 -0.193 3.461
S -3.201 -0.319 3.706
O -2.607 -1.190 2.199
O -2.383 0.872 3.238
O -2.622 -1.020 4.776
C 2.151 -0.470 4.134
N 1.558 0.703 3.466
C 2.056 1.968 3.577
C 1.496 3.015 2.933
C 0.375 2.779 2.084
N -0.111 1.522 2.019
C 0.463 0.536 2.711
O -0.150 -0.577 2.613
N -0.180 3.723 1.349
H 3.054 -0.154 4.647
H 2.396 -1.220 3.386
H 1.442 -0.883 4.848
H 2.927 2.076 4.208
H 1.911 4.006 3.032
H 0.192 4.659 1.363
H -0.779 3.446 0.579
O -0.962 2.022 -0.806
C -0.459 0.919 -0.882
N 0.488 0.472 -1.710
C 1.017 -0.851 -1.369
C -0.037 -1.311 -0.360
O -0.184 -2.375 0.151
N -0.803 -0.163 -0.009
C 2.298 -0.746 -0.530
C 2.989 -1.912 -0.210
C 4.111 -1.855 0.599
C 4.557 -0.634 1.094
C 3.869 0.528 0.782
C 2.733 0.473 -0.019
C 1.157 -1.738 -2.591
C 2.264 -1.544 -3.415
C 2.390 -2.269 -4.588
C 1.421 -3.200 -4.938
C 0.324 -3.401 -4.114
C 0.186 -2.668 -2.943
H 0.850 1.032 -2.467
H 2.649 -2.863 -0.603
H 4.651 -2.764 0.831
H 5.453 -0.591 1.699
H 4.235 1.486 1.131
H 2.221 1.393 -0.278
H 3.035 -0.837 -3.131
H 3.251 -2.116 -5.225
H 1.527 -3.776 -5.847
H -0.425 -4.135 -4.377
H -0.671 -2.845 -2.306
*
```

E_LUMO (spin up / spin down)   -9.32 / -9.32 eV
HOMO (spin up / spin down)   -14.14 / -14.14 eV
Orbital gap (spin up / spin down)   4.82 / 4.81 eV



Entry B
Entry from OMol25: C24H28N5O9SV as an isolated structure (ωB97M-V with the def2-TZVPD basis set).

```
! wB97M-V def2-TZVPD RIJCOSX def2/J DEFGRID3
* xyz 2 1
V -0.759 0.019 0.050
C -0.351 -0.816 3.056
O 0.200 -0.114 1.893
C 1.688 -0.079 1.891
C 2.227 -1.299 1.220
O 1.869 -1.277 -0.167
C 2.765 -0.473 -0.970
H 0.186 -0.463 3.925
H -0.222 -1.887 2.942
H -1.390 -0.563 3.147
H 2.018 -0.004 2.918
H 1.960 0.829 1.370
H 1.816 -2.207 1.659
H 3.307 -1.323 1.350
H 2.645 0.588 -0.754
H 2.523 -0.653 -2.012
H 3.796 -0.766 -0.784
O -0.023 -0.031 -3.406
S -0.640 0.688 -2.370
O -1.718 -0.131 -1.607
O 0.386 0.550 -1.023
O -0.962 2.055 -2.465
C -4.597 -2.170 0.391
N -3.224 -2.668 0.066
C -3.003 -3.841 -0.626
C -1.773 -4.225 -1.012
C -0.677 -3.378 -0.691
N -0.907 -2.241 0.030
C -2.162 -1.930 0.341
O -2.276 -0.744 0.894
N 0.568 -3.630 -0.999
H -5.282 -3.003 0.299
H -4.871 -1.376 -0.294
H -4.616 -1.793 1.404
H -3.885 -4.428 -0.842
H -1.629 -5.152 -1.553
H 0.815 -4.441 -1.542
H 1.291 -2.968 -0.699
O 0.694 2.631 0.841
C -0.474 2.812 0.586
N -1.177 3.928 0.381
C -2.625 3.777 0.088
C -2.728 2.237 0.056
O -3.663 1.574 -0.224
N -1.410 1.686 0.451
C -3.030 4.342 -1.274
C -4.364 4.290 -1.644
C -4.772 4.838 -2.851
C -3.847 5.434 -3.696
C -2.517 5.479 -3.333
C -2.107 4.927 -2.121
C -3.458 4.320 1.263
C -3.992 5.595 1.202
C -4.654 6.131 2.305
C -4.788 5.390 3.468
C -4.252 4.112 3.536
C -3.585 3.586 2.440
H -0.751 4.828 0.541
H -5.090 3.821 -0.988
H -5.820 4.806 -3.128
H -4.165 5.857 -4.641
H -1.789 5.950 -3.985
H -1.055 4.957 -1.854
H -3.892 6.184 0.298
H -5.065 7.133 2.248
H -5.305 5.809 4.324
H -4.356 3.526 4.445
H -3.169 2.581 2.517
*
```

E_LUMO (spin up / spin down)   -9.15 / -9.18 eV
HOMO (spin up / spin down)   -13.53 / -13.53 eV
Orbital gap (spin up / spin down)   4.37 / 4.35 eV



Referenced to the most stable arrangement, the calculated values in kcal/mol are entry A 0.0; entry B 18.3.



Entry A
Entry from OMol25: a 2-piece molecular cluster, C3H12NO overall (ωB97M-V with the def2-TZVPD basis set).

```
! wB97M-V def2-TZVPD RIJCOSX def2/J DEFGRID3
* xyz 2 2
C -0.207 0.304 -1.175
C 0.790 0.408 0.002
C 2.109 -0.297 -0.338
N 0.213 -0.094 1.355
H -0.094 -0.612 -1.747
H -0.370 1.149 -1.860
H -1.238 0.343 -0.653
H 0.997 1.464 0.178
H 2.120 -1.366 -0.126
H 2.233 -0.114 -1.403
H 2.972 0.126 0.172
H 0.220 -1.114 1.378
H -0.764 0.199 1.309
H 0.658 0.277 2.187
H -3.466 -0.127 -0.494
H -3.260 -0.620 0.923
O -2.913 0.074 0.292
*
```

E_LUMO (spin up / spin down)   -7.76 / -15.55 eV
HOMO (spin up / spin down)   -21.71 / -21.17 eV
Orbital gap (spin up / spin down)   13.94 / 5.61 eV



Entry B
Entry from OMol25: a 2-piece molecular cluster, C3H12NO overall (ωB97M-V with the def2-TZVPD basis set).

```
! wB97M-V def2-TZVPD RIJCOSX def2/J DEFGRID3
* xyz 2 2
C 1.912 -1.482 0.171
C 0.422 -1.636 -0.028
N -0.295 -0.299 -0.306
C 0.079 0.185 -1.694
H 2.356 -2.470 0.145
H 2.396 -0.846 -0.570
H 2.074 -0.986 1.127
H 0.115 -2.221 -0.894
H -0.059 -2.115 0.820
H -0.003 0.427 0.339
H -1.294 -0.495 -0.284
H 0.603 1.133 -1.748
H -0.808 0.263 -2.318
H 0.671 -0.589 -2.170
H -1.418 3.546 1.486
H -1.819 2.298 2.523
O -1.888 2.660 1.587
*
```

E_LUMO (spin up / spin down)   -9.22 / -16.53 eV
HOMO (spin up / spin down)   -19.83 / -19.82 eV
Orbital gap (spin up / spin down)   10.60 / 3.29 eV



Referenced to the most stable arrangement, the calculated values in kcal/mol are entry A 0.0; entry B 8.2.



Entry A
Entry from OMol25: C3H3FO2 in the gas phase (ωB97M-V with the def2-TZVPD basis set).

```
! wB97M-V def2-TZVPD RIJCOSX def2/J DEFGRID3
* xyz 0 1
C -0.213 -0.753 -0.200
C 1.078 -0.448 -0.059
C -0.920 0.490 0.137
O 1.308 1.040 0.030
O -0.010 1.543 -0.185
F 2.273 -1.071 0.096
H -0.448 -1.791 -0.379
H -1.733 0.643 -0.575
H -1.334 0.346 1.134
*
```

SMILES   FC1=CCOO1
E_LUMO   0.86 eV
HOMO   -9.30 eV
Orbital gap   10.15 eV



Entry B
Entry from OMol25: C3H3FO2 in the gas phase (ωB97M-V with the def2-TZVPD basis set).

```
! wB97M-V def2-TZVPD RIJCOSX def2/J DEFGRID3
* xyz 0 1
C -0.027 0.609 0.006
C -2.236 -0.627 0.004
C -1.441 0.555 0.114
O -3.426 -0.786 -0.003
O 0.573 1.754 0.064
F -2.072 1.802 -0.047
H 0.437 -0.280 -0.126
H -1.674 -1.625 -0.028
H 1.303 1.678 -0.600
*
```

SMILES   O=C/C(F)=C/O
E_LUMO   0.06 eV
HOMO   -9.59 eV
Orbital gap   9.64 eV



Referenced to the most stable arrangement, the calculated values in kcal/mol are entry A 58.4; entry B 0.0.



Entry A
Entry from OMol25: a 2-piece molecular cluster, C3H3FO2 overall (ωB97M-V with the def2-TZVPD basis set).

```
! wB97M-V def2-TZVPD RIJCOSX def2/J DEFGRID3
* xyz 0 1
C 0.635 -0.339 0.337
C -2.738 1.339 0.161
C -2.840 0.166 0.197
O -2.939 2.627 0.312
O 1.223 -0.950 -0.507
F -2.514 -1.080 -0.008
H 0.696 0.699 0.537
H 0.150 -0.912 1.150
H -2.975 2.773 1.208
*
```

SMILES   OC#CF.C=O
E_LUMO   0.23 eV
HOMO   -10.04 eV
Orbital gap   10.27 eV



Entry B
Entry from OMol25: C3H3FO2 in the gas phase (ωB97M-V with the def2-TZVPD basis set).

```
! wB97M-V def2-TZVPD RIJCOSX def2/J DEFGRID3
* xyz 0 1
C 1.578 0.517 -0.320
C 0.390 0.289 0.214
C -1.705 -0.603 0.129
H 2.500 0.679 0.176
H 0.475 0.233 1.293
H -2.563 -0.715 -0.570
O -0.817 0.262 -0.417
O -1.538 -1.164 1.140
F 1.680 0.500 -1.644
*
```

SMILES   O=CO/C=C\F
E_LUMO   0.93 eV
HOMO   -9.76 eV
Orbital gap   10.69 eV



Referenced to the most stable arrangement, the calculated values in kcal/mol are entry A 81.0; entry B 0.0.



Entry A
Entry from OMol25: a 2-piece molecular cluster, C9H16N3 overall (ωB97M-V with the def2-TZVPD basis set).

```
! wB97M-V def2-TZVPD RIJCOSX def2/J DEFGRID3
* xyz 1 1
C -0.997 1.088 -1.908
N -0.261 1.085 -0.629
C 1.186 1.084 -0.662
C 1.882 -0.133 -0.703
C 3.280 -0.128 -0.736
C 3.982 1.084 -0.744
C 3.280 2.296 -0.721
C 1.883 2.299 -0.688
C -0.935 1.056 0.497
H -0.269 1.087 -2.723
H -1.634 0.194 -1.989
H -1.635 1.979 -1.988
H 1.317 -1.074 -0.700
H 3.819 -1.078 -0.750
H 5.070 1.084 -0.768
H 3.818 3.246 -0.724
H 1.317 3.237 -0.666
H -0.380 1.100 1.440
H -2.027 1.099 0.467
C -3.513 -2.459 1.961
N -2.168 -1.926 2.045
N -1.403 -2.333 0.914
H -4.026 -2.171 2.880
H -4.026 -2.005 1.107
H -3.541 -3.554 1.861
H -1.672 -2.274 2.858
H -1.865 -1.973 0.080
H -0.482 -1.910 0.990
*
```

E_LUMO   -4.88 eV
HOMO   -10.96 eV
Orbital gap   6.08 eV



Entry B
Entry from OMol25: an isolated ion of composition C9H16N3 and charge +1 (ωB97M-V with the def2-TZVPD basis set).

```
! wB97M-V def2-TZVPD RIJCOSX def2/J DEFGRID3
* xyz 1 1
C 1.277 -1.667 -1.341
C 2.508 -1.226 -1.660
C 0.384 -0.982 -0.547
C 3.021 1.112 -0.935
C -2.802 0.397 -0.402
C -2.047 -0.633 1.883
C -2.720 1.779 1.658
C 4.688 -0.046 -1.254
C -1.954 0.578 0.912
N 0.454 0.272 -0.189
N 3.193 -0.115 -1.186
N -0.462 0.871 0.474
H 0.904 -2.623 -1.850
H 3.186 -1.940 -2.244
H -0.453 -1.649 -0.049
H -3.827 0.186 -0.132
H -2.624 1.273 -0.986
H -2.488 -0.528 -1.026
H -1.800 -0.283 2.817
H -1.430 -1.412 1.543
H -3.045 -1.093 1.919
H -2.154 2.231 2.562
H -2.905 2.602 1.013
H -3.625 1.196 1.894
H 4.846 -0.803 -0.437
H 5.129 -0.358 -2.167
H 4.918 1.044 -0.900
H -0.171 1.814 0.629
*
```

E_LUMO (spin up / spin down)   -4.61 / -4.61 eV
HOMO (spin up / spin down)   -11.77 / -11.77 eV
Orbital gap (spin up / spin down)   7.16 / 7.16 eV



Referenced to the most stable arrangement, the calculated values in kcal/mol are entry A 0.0; entry B 112.8.